1.
Entry from the OMol25 dataset: a 5-piece molecular cluster, C27H44BrFNO9 overall (ωB97M-V/def2-TZVPD).

Geometry as ORCA input:
```
! RIJCOSX wB97M-V def2-TZVPD def2/J DEFGRID3
* xyz -1 1
O 1.090 5.151 -3.876
C 1.302 3.956 -3.308
Br 3.098 3.594 -2.417
C 0.220 2.724 -3.310
N -0.810 2.771 -2.202
C -1.012 4.080 -1.471
O -1.654 5.206 -1.790
C -0.279 3.846 -0.024
C 0.104 4.861 1.206
C 0.859 4.238 2.550
F 1.229 5.093 3.704
C 1.233 2.622 2.692
C 2.016 2.006 4.013
O 2.639 2.745 4.951
O 2.059 0.523 4.118
C 0.807 1.593 1.456
C 0.078 2.254 0.144
C -0.495 1.605 -1.249
O -0.636 0.277 -1.453
H -0.292 2.681 -4.377
H 0.842 1.712 -3.212
H -0.175 5.994 1.102
H 1.001 0.433 1.472
C 2.745 -1.887 -0.902
C 2.145 -1.612 -2.269
O 2.790 -0.556 -2.972
C 4.174 -0.736 -3.269
C 4.451 -1.945 -4.148
H 2.764 -0.974 -0.296
H 2.163 -2.649 -0.373
H 3.775 -2.248 -0.978
H 1.101 -1.305 -2.135
H 2.122 -2.519 -2.882
H 4.756 -0.778 -2.343
H 4.498 0.163 -3.801
H 4.191 -2.880 -3.642
H 5.513 -1.992 -4.408
H 3.860 -1.898 -5.067
C 3.563 -6.503 2.679
C 4.238 -5.669 1.604
O 3.615 -4.407 1.388
C 3.577 -3.514 2.500
C 4.955 -3.127 3.012
H 2.498 -6.631 2.459
H 4.030 -7.492 2.748
H 3.638 -6.031 3.663
H 4.178 -6.212 0.654
H 5.304 -5.536 1.817
H 2.962 -3.934 3.302
H 3.067 -2.610 2.156
H 5.493 -3.990 3.417
H 4.870 -2.383 3.811
H 5.566 -2.714 2.203
C -3.397 -2.587 0.330
C -2.256 -1.668 0.728
O -2.587 -0.773 1.784
C -2.963 -1.363 3.028
C -1.870 -2.223 3.644
H -4.292 -2.007 0.079
H -3.117 -3.195 -0.537
H -3.668 -3.269 1.141
H -1.993 -1.046 -0.135
H -1.357 -2.240 0.981
H -3.893 -1.929 2.913
H -3.183 -0.538 3.711
H -1.645 -3.095 3.023
H -2.180 -2.585 4.629
H -0.943 -1.651 3.750
C -7.388 2.715 -1.636
C -6.109 2.759 -0.819
O -4.926 2.733 -1.611
C -4.749 3.811 -2.530
C -4.675 5.173 -1.858
H -7.391 1.848 -2.306
H -8.262 2.654 -0.978
H -7.501 3.608 -2.258
H -6.074 1.869 -0.180
H -6.098 3.622 -0.146
H -5.532 3.789 -3.294
H -3.803 3.627 -3.047
H -5.618 5.431 -1.365
H -4.461 5.951 -2.596
H -3.894 5.183 -1.091
*
```

Properties
E_HOMO: -5.13 eV
LUMO energy: 0.720 eV
max |F|: 9.3 eV/Å
gap between HOMO and LUMO: 0.2149 Ha
DFT total energy: -4460.511789 Ha

Mulliken atomic charge list, values in e, 5 entries: -0.512 0.460 -0.145 -0.274 0.149



2.
Entry from the OMol25 dataset: C27H44BrNOP2SSn as an isolated structure (ωB97M-V/def2-TZVPD).

Geometry as ORCA input:
```
! RIJCOSX wB97M-V def2-TZVPD def2/J DEFGRID3
* xyz 4 1
C -0.694 5.564 -3.332
C -0.969 4.355 -4.004
C -1.188 4.438 -5.391
C -1.201 5.695 -6.012
N -1.004 6.822 -5.343
C -0.716 6.775 -4.037
C -1.008 3.093 -3.307
C -1.062 2.602 -2.106
C -1.316 2.381 -0.723
C -0.258 2.185 0.177
C -0.481 1.519 1.374
C -1.778 1.089 1.693
C -2.867 1.534 0.922
C -2.646 2.192 -0.278
Sn -0.601 0.764 -3.186
P 2.122 -1.381 0.941
H -1.356 3.526 -5.958
H -0.462 5.589 -2.265
H -1.384 5.768 -7.091
H -0.513 7.729 -3.554
H -3.476 2.571 -0.874
H 0.717 2.593 -0.085
H -3.885 1.428 1.309
H 0.348 1.385 2.067
C 2.227 -2.913 1.986
C 3.212 -4.012 1.576
H 1.197 -3.311 1.973
H 2.420 -2.573 3.018
H 3.207 -4.796 2.346
H 2.920 -4.483 0.625
H 4.242 -3.639 1.489
C 2.869 -1.888 -0.660
C 3.202 -0.712 -1.591
H 2.123 -2.544 -1.150
H 3.758 -2.509 -0.461
H 3.132 -1.046 -2.634
H 2.495 0.124 -1.461
H 4.222 -0.339 -1.417
C 3.472 -0.327 1.678
C 4.885 -0.903 1.691
H 3.127 -0.072 2.700
H 3.447 0.613 1.098
H 5.557 -0.140 2.102
H 4.954 -1.792 2.331
H 5.241 -1.148 0.681
Br -2.104 0.082 3.236
P -2.378 -2.734 -1.204
C -0.562 -3.047 -1.100
C -0.307 -4.506 -1.479
H -0.238 -2.832 -0.068
H -0.055 -2.347 -1.786
H 0.763 -4.691 -1.634
H -0.654 -5.191 -0.689
H -0.834 -4.769 -2.408
C -2.811 -2.499 0.568
C -4.098 -3.274 0.868
H -2.925 -1.421 0.761
H -1.972 -2.871 1.181
H -4.267 -3.329 1.947
H -4.968 -2.781 0.415
H -4.039 -4.299 0.475
C -2.527 -1.051 -1.892
C -2.971 -1.146 -3.354
H -1.479 -0.706 -1.701
H -3.207 -0.431 -1.289
H -3.191 -0.153 -3.761
H -2.197 -1.604 -3.982
H -3.871 -1.769 -3.453
C 0.598 2.839 4.799
S 1.423 1.314 5.280
C 0.082 0.487 6.175
O 1.678 0.516 4.031
H 1.020 3.621 5.433
H -0.473 2.760 4.973
H 0.814 3.032 3.753
H -0.884 0.882 5.840
H 0.154 -0.587 5.972
H 0.252 0.697 7.236
*
```

Properties
E_HOMO (alpha / beta): -17.34 / -17.31 eV
LUMO energy (alpha / beta): -15.104 / -14.667 eV
max |F|: 5.2 eV/Å
gap between HOMO and LUMO (alpha / beta): 0.0820 / 0.0973 Ha
DFT total energy: -5052.582325 Ha

Mulliken atomic charge list, values in e, 5 entries: -0.310 0.912 -0.389 -0.419 0.113



3.
Entry from the OMol25 dataset: C27H44BrNOP2SSr as an isolated structure (ωB97M-V/def2-TZVPD).

Geometry as ORCA input:
```
! RIJCOSX wB97M-V def2-TZVPD def2/J DEFGRID3
* xyz 2 1
C -1.885 6.079 -1.764
C -1.906 4.771 -2.292
C -2.451 4.570 -3.580
C -2.894 5.693 -4.298
N -2.796 6.925 -3.808
C -2.310 7.139 -2.588
C -1.327 3.697 -1.533
C -0.449 2.945 -1.059
C 0.502 1.954 -0.671
C 1.346 2.115 0.464
C 2.092 1.045 0.920
C 2.043 -0.187 0.241
C 1.358 -0.296 -0.984
C 0.609 0.772 -1.444
Sr -2.503 1.829 -0.418
P 3.132 -1.530 0.775
H -2.522 3.576 -4.028
H -1.526 6.281 -0.761
H -3.315 5.562 -5.299
H -2.225 8.162 -2.223
H 0.105 0.714 -2.418
H 1.416 3.081 0.969
H 1.378 -1.211 -1.580
H 2.728 1.134 1.803
C 2.298 -2.353 2.152
C 2.432 -3.860 2.208
H 1.221 -2.074 2.056
H 2.652 -1.870 3.078
H 1.837 -4.230 3.049
H 2.053 -4.332 1.297
H 3.466 -4.185 2.360
C 3.497 -2.566 -0.649
C 4.353 -1.936 -1.754
H 2.517 -2.864 -1.056
H 3.961 -3.484 -0.261
H 4.633 -2.725 -2.465
H 3.792 -1.178 -2.316
H 5.277 -1.481 -1.374
C 4.636 -0.810 1.453
C 5.654 -1.896 1.801
H 4.345 -0.234 2.345
H 5.026 -0.096 0.711
H 6.544 -1.426 2.233
H 5.250 -2.600 2.542
H 5.968 -2.466 0.916
Br -0.552 -0.773 1.618
P -2.971 -2.374 -1.101
C -1.179 -2.785 -1.195
C -0.957 -4.295 -1.287
H -0.715 -2.353 -0.287
H -0.748 -2.275 -2.069
H 0.117 -4.524 -1.321
H -1.389 -4.824 -0.426
H -1.413 -4.702 -2.200
C -3.271 -2.420 0.716
C -4.646 -3.017 1.031
H -3.155 -1.413 1.144
H -2.469 -3.028 1.159
H -4.802 -3.030 2.115
H -5.453 -2.434 0.572
H -4.709 -4.047 0.661
C -2.922 -0.634 -1.625
C -3.059 -0.518 -3.147
H -1.923 -0.277 -1.272
H -3.793 -0.157 -1.120
H -3.236 0.525 -3.450
H -2.149 -0.868 -3.654
H -3.905 -1.120 -3.510
C -0.490 3.718 3.462
S -0.864 2.190 2.610
C -1.417 1.312 4.075
O -2.159 2.511 1.832
H 0.202 3.465 4.277
H -1.424 4.147 3.839
H 0.008 4.392 2.754
H -2.270 1.882 4.455
H -1.686 0.300 3.778
H -0.612 1.273 4.817
*
```

Properties
E_HOMO: -12.71 eV
LUMO energy: -6.890 eV
max |F|: 4.0 eV/Å
gap between HOMO and LUMO: 0.2138 Ha
DFT total energy: -4870.288159 Ha

Mulliken atomic charge list, values in e, 5 entries: -0.490 -0.365 -0.498 -0.404 -0.518



Look up the max |F| of the third one.
4.0 eV/Å